The following is a DFT calculation (ωB97M-V/def2-TZVPD) of 2 unconnected molecules or ions with the total composition C3H9NO2.

Output
Gap between HOMO and LUMO (alpha / beta): 10.751 / 5.769 eV
Expectation value of S²: 0.755
Highest occupied orbital energy (alpha / beta): -15.0 / -15.0 eV
LUMO (alpha / beta): -4.2410 / -9.2211 eV

```
! wB97M-V def2-TZVPD RIJCOSX def2/J DEFGRID3
* xyz 1 2
C -0.547 -1.348 0.767
C 0.748 -0.868 0.098
C 0.632 0.222 -0.958
N 1.721 0.778 -1.418
O -0.483 0.594 -1.382
H -0.655 -0.867 1.730
H -0.526 -2.412 0.936
H -1.444 -1.146 0.197
H 1.372 -0.392 0.854
H 1.361 -1.670 -0.339
H 2.618 0.356 -1.191
H 1.675 1.372 -2.252
H -1.919 1.705 0.242
H -2.509 2.217 1.549
O -2.043 1.459 1.168
*
```

These are the natural (NBO) partial charges, in e, on atoms 1 to 6: number 1, C, carries -0.625; number 2, C, carries -0.458; number 3, C, carries 0.644; number 4, N, carries -0.696; number 5, O, carries -0.054; number 6, H, carries 0.254